44
Properties=species:S:1:pos:R:3:forces:R:3:nbo_charge:R:1 method="wB97M-V/def2-TZVPD" total_energy_ha=-4943.1838 spin_multiplicity=1
H 2.5774 1.9226 3.0540 -0.063 0.129 -0.010 0.209
N -0.9261 -0.8645 -1.2310 -0.190 -0.109 -0.077 0.178
C -1.2231 -1.2987 -0.0068 -0.117 -0.058 0.155 0.543
Br -1.6238 2.4566 -1.6841 -0.162 -0.057 0.082 -0.017
Cl 2.0360 -0.7422 2.7374 -0.071 -0.180 -0.055 -0.078
O 3.3791 2.7915 -0.5957 0.209 0.211 -0.249 -0.906
H -2.5372 -2.5893 4.6080 0.180 0.027 -0.046 0.118
H -1.1399 1.0397 -3.6701 -0.269 -0.110 0.188 0.214
H -1.4522 -3.0643 2.0472 0.046 -0.101 0.023 0.204
H -2.5882 -4.7570 3.2489 -0.027 -0.225 -0.028 0.216
H 0.9019 -0.0245 -3.0871 0.105 -0.085 -0.127 0.225
N -0.3887 -0.7064 0.8461 -0.101 -0.039 0.120 -0.481
C 1.4582 1.0056 0.6050 0.222 -0.300 -0.179 -0.513
C 0.4017 0.0862 0.1230 0.055 0.281 -0.008 0.499
H 1.4113 1.3520 -2.0789 -0.253 -0.539 0.092 0.331
H 0.3403 3.6134 -3.3213 0.192 -0.056 -0.037 0.250
C -2.3574 -2.5596 1.7077 0.045 -0.073 -0.098 -0.215
H 3.3226 -0.0502 0.9048 -0.103 -0.233 -0.140 0.219
S -3.7141 -3.2137 4.6630 -0.335 0.039 0.175 -0.024
H -3.6873 -4.1341 1.0338 0.116 -0.113 -0.100 0.205
O 3.1848 4.6721 -2.0134 -0.121 -0.092 -0.083 -0.829
H -2.7643 -2.5484 -0.4118 -0.071 -0.053 -0.034 0.418
C -0.4902 1.6260 -3.0310 0.560 0.023 -0.248 -0.230
H -2.4679 -1.6580 2.3041 0.044 0.086 0.078 0.222
H 1.0006 1.8850 1.0552 -0.216 -0.054 0.188 0.261
O 4.5390 2.8442 -2.6533 -0.144 -0.009 -0.049 -0.833
O 2.1889 2.6113 -2.6020 1.735 1.034 0.294 -0.928
Cl 3.3461 3.2522 -1.9762 0.743 0.206 0.580 2.575
H -4.4625 -2.7999 1.8941 -0.150 -0.042 -0.189 0.221
N 0.0970 0.0335 -1.1782 0.036 -0.422 -0.319 -0.151
F -1.4979 -1.1950 -2.3939 0.009 0.018 -0.006 -0.136
C 0.5691 0.7226 -2.3725 -0.841 -0.226 0.373 -0.314
C 0.1760 2.7040 -3.8846 -1.016 -0.006 -0.797 -0.625
C -3.5350 -4.2261 3.1739 0.424 0.163 -0.148 -0.513
C 2.5733 0.4521 1.5065 0.148 0.510 0.146 -0.153
C -3.5811 -3.4406 1.8683 -0.216 0.191 0.333 -0.424
H 3.4434 2.4274 1.5923 0.182 0.044 -0.109 0.258
C 3.2449 1.5956 2.2571 -0.358 -0.192 0.199 -0.626
N -2.1766 -2.1722 0.3094 0.089 0.170 -0.032 -0.572
H 4.1531 1.2402 2.7329 0.178 0.037 -0.060 0.221
H -4.3383 -4.9529 3.2107 -0.117 -0.078 0.056 0.235
H 1.1200 2.3457 -4.2867 -0.225 0.081 -0.119 0.249
H 1.9661 1.3737 -0.2862 0.068 0.192 0.330 0.294
H -0.4791 2.9447 -4.7190 -0.219 0.010 -0.064 0.204